14
Properties=species:S:1:pos:R:3:lowdin_charge:R:1 method="wB97M-V/def2-TZVPD" e_above_lowest_kcal_mol=21.3 e_lumo_ha=0.040 smiles=CC1(C)CN1 total_energy_ev=-5782.8900 homo_lumo_gap_ev=10.40
C 1.57 0.04 -0.27 -0.055
C 0.08 0.07 0.06 -0.548
C -0.57 -1.18 0.64 -0.054
C -0.80 0.91 -0.79 -0.174
N -0.44 1.42 0.52 0.044
H 1.85 0.90 -0.98 0.096
H 2.15 0.16 0.72 0.098
H 1.82 -0.93 -0.74 0.079
H -0.09 -1.57 1.57 0.087
H -1.67 -1.06 0.82 0.084
H -0.52 -1.99 -0.08 0.071
H -0.38 1.43 -1.63 0.090
H -1.79 0.51 -1.02 0.101
H -1.20 1.30 1.17 0.080